# 1
{
  "formula": "C3H5ClN2",
  "method": "the ωB97M-V functional and the def2-TZVPD basis",
  "species": ["C", "N", "N", "H", "H", "Cl", "C", "H", "H", "C", "H"],
  "positions_angstrom": [[-0.95256, -1.27705, 0.27891], [0.02550, 0.18390, -1.26321], [-0.37152, -0.34602, -2.34182], [1.22578, 0.05272, 1.66293], [0.55193, 1.04752, -1.42824], [-1.16277, -1.59709, 1.93855], [-0.12736, -0.16669, 0.02766], [-0.90029, -1.20203, -2.14931], [-0.11051, 1.19230, 1.68912], [0.59563, 0.68295, 1.03346], [1.22616, 1.42949, 0.55196]],
  "forces_ev_per_a": [[0.41, 0.72, -1.14], [-0.31, -0.39, -1.85], [0.36, 0.65, -0.04], [0.02, 0.09, -0.01], [-0.06, -0.23, 0.06], [0.12, 0.02, 0.35], [-0.61, -1.01, 2.00], [0.06, 0.05, 0.60], [0.04, 0.05, 0.03], [-0.09, -0.05, 0.01], [0.09, 0.10, 0.01]],
  "homo_energy_ev": [-8.250, -8.251],
  "e_above_lowest_kj_mol": 348.77,
  "homo_lumo_gap_ev": [7.2, 7.2],
  "lumo_ev": [-1.024, -1.023]
}

# 2
{
  "formula": "C3H5ClN2S",
  "method": "the ωB97M-V functional and the def2-TZVPD basis",
  "species": ["S", "N", "N", "H", "C", "H", "Cl", "H", "C", "C", "H", "H"],
  "positions_angstrom": [[-0.39139, 1.57212, 0.24594], [0.46379, -0.94194, 0.30381], [2.17540, 0.69641, -0.02950], [-1.38784, 0.48607, -1.34934], [0.85692, 0.30217, 0.25201], [2.53526, 1.64044, 0.24871], [3.36441, -0.54293, 0.03149], [-1.36031, -1.07166, 1.18465], [-0.93271, -0.97082, 0.13689], [-1.51452, 0.32625, -0.31987], [-2.63937, 0.40876, -0.30337], [-1.16966, -1.90486, -0.40141]],
  "forces_ev_per_a": [[0.91, -0.13, 1.29], [-1.48, -5.04, 0.13], [0.66, 0.24, -0.51], [0.30, -0.52, -1.89], [1.83, 7.54, 0.67], [-0.59, -1.62, -0.19], [-0.21, 0.65, 0.13], [0.37, -0.38, -0.68], [-0.63, -1.66, 1.44], [-1.89, 0.19, -1.64], [1.19, 0.21, 1.21], [-0.46, 0.51, 0.05]],
  "homo_energy_ev": [-4.888, -8.741],
  "s2": 2.01,
  "e_above_lowest_kj_mol": 91.40,
  "homo_lumo_gap_ev": [5.5, 6.7],
  "spin_multiplicity": 3,
  "lumo_ev": [0.617, -2.072]
}

# 3
{
  "formula": "C3H5ClNO7S2",
  "method": "the ωB97M-V functional and the def2-TZVPD basis",
  "species": ["O", "C", "H", "O", "C", "H", "O", "O", "H", "O", "H", "S", "O", "O", "Cl", "S", "H", "C", "N"],
  "positions_angstrom": [[0.15322, 1.66812, -0.93818], [2.36141, -0.28939, -0.38429], [2.33962, 0.39525, -1.26286], [1.30639, -2.67271, -0.74297], [-1.90379, 0.73332, 0.47838], [-3.48284, -1.53658, 0.29675], [-1.77342, 1.00276, -2.14480], [-3.22822, 0.32226, 0.16490], [-1.46032, 0.22214, 1.35781], [0.42144, -1.45604, 1.08369], [3.25387, -0.94538, -0.46576], [-0.88177, 0.63342, -1.04715], [-3.52855, -0.79961, 0.93107], [2.75255, 0.13492, 1.94543], [2.52723, 2.41157, 0.78456], [0.85758, -1.34724, -0.31126], [-1.95913, 1.82317, 0.72805], [2.57376, 0.59106, 0.89219], [-0.32904, -0.89104, -1.36555]],
  "forces_ev_per_a": [[0.08, -1.32, 1.20], [0.60, 2.10, -0.31], [-0.29, -0.72, 0.52], [0.25, 1.40, -0.77], [-0.01, 0.84, 0.33], [0.17, 0.30, 0.05], [-0.15, -1.13, 1.03], [0.79, 0.77, -0.13], [-0.31, -0.10, -0.82], [0.11, 1.68, -0.76], [-0.84, 0.12, 0.22], [-0.05, 1.39, -2.77], [-0.49, -1.38, 0.60], [0.50, -0.69, 1.59], [0.17, -0.53, -0.46], [-1.12, -3.52, 0.62], [0.24, -0.73, -0.53], [-0.78, -0.15, -1.58], [1.13, 1.66, 1.98]],
  "homo_energy_ev": -6.353,
  "charge": -1,
  "homo_lumo_gap_ev": 9.5,
  "lumo_ev": 3.106
}

# 4
{
  "formula": "C3H5ClO",
  "method": "the ωB97M-V functional and the def2-TZVPD basis",
  "species": ["O", "H", "C", "H", "C", "H", "H", "H", "C", "Cl"],
  "positions_angstrom": [[-0.91584, 0.56646, -1.81781], [1.83868, -0.13450, 0.82759], [-0.01891, -0.18877, -0.98496], [0.01683, -1.31189, -1.32643], [-0.31845, -0.05926, 0.55387], [-1.73835, 0.83607, -1.40084], [1.00522, 0.28027, -1.24624], [-1.25918, 0.16089, 1.03923], [0.83960, 0.01403, 1.25983], [0.55040, -0.16331, 3.09576]],
  "forces_ev_per_a": [[0.36, -0.37, -0.15], [-0.41, 0.23, 0.77], [-0.15, -0.04, -0.31], [-0.30, 2.01, 0.70], [3.81, 0.78, -1.20], [0.17, -0.33, 0.37], [-1.43, -1.01, 0.77], [-0.24, -0.51, -0.34], [-2.80, -1.26, 1.24], [1.00, 0.50, -1.84]],
  "smiles": "OC/C=C/Cl",
  "homo_energy_ev": -9.723,
  "e_above_lowest_kj_mol": 161.42,
  "homo_lumo_gap_ev": 10.5,
  "lumo_ev": 0.822
}

# 5
{
  "formula": "C3H5ClO2",
  "method": "the ωB97M-V functional and the def2-TZVPD basis",
  "species": ["C", "H", "H", "O", "O", "Cl", "C", "H", "H", "H", "C"],
  "positions_angstrom": [[-1.35916, 0.41417, -0.35338], [-0.12501, 2.03801, 0.82749], [-0.70074, -1.41287, 0.91043], [-0.85014, 1.77077, -0.17567], [-2.42579, -0.05040, -0.94806], [2.40421, 0.58534, -0.54663], [0.95026, -0.67580, -0.38729], [0.30379, 0.39054, 1.40313], [1.25110, -1.65066, 0.08678], [0.75702, -1.04699, -1.33935], [-0.20554, -0.36213, 0.52255]],
  "forces_ev_per_a": [[-1.17, -0.59, 1.64], [-3.51, -2.01, -4.86], [1.48, 2.76, -0.65], [0.02, 0.36, 1.86], [6.70, 3.50, 3.16], [-2.08, -1.64, 0.45], [2.09, -1.51, 2.09], [-2.00, -2.64, -2.09], [1.30, 1.26, -0.28], [-0.74, 0.35, -2.00], [-2.09, 0.16, 0.68]],
  "homo_energy_ev": -10.469,
  "e_above_lowest_kj_mol": 421.96,
  "homo_lumo_gap_ev": 9.9,
  "lumo_ev": -0.579
}

# 6
{
  "formula": "C3H5ClOS",
  "method": "the ωB97M-V functional and the def2-TZVPD basis",
  "species": ["H", "H", "O", "C", "S", "H", "C", "Cl", "H", "H", "C"],
  "positions_angstrom": [[-2.29089, 0.67755, -0.82632], [2.49300, -1.01885, -0.01412], [0.49473, -0.68618, 0.08935], [1.87671, -0.15722, 0.12858], [-0.07514, 1.87623, 0.17545], [2.04598, 0.46617, -0.69661], [-1.88336, -0.03320, -0.12091], [-2.14842, -1.74691, -0.79784], [2.18396, 0.27725, 1.07618], [-2.29606, 0.12480, 0.91252], [-0.40051, 0.22037, 0.07371]],
  "forces_ev_per_a": [[0.00, -0.08, 0.04], [0.15, -0.83, -0.05], [1.43, -0.53, 0.25], [-0.12, -1.81, 0.74], [-0.29, -1.13, 0.15], [-0.08, 1.18, -0.90], [0.80, -1.77, 0.91], [-0.17, 1.16, 0.68], [-0.67, 0.29, -0.01], [-0.19, -0.60, -1.18], [-0.86, 4.12, -0.63]],
  "smiles": "COC(=S)CCl",
  "homo_energy_ev": -8.828,
  "e_above_lowest_kj_mol": 97.92,
  "homo_lumo_gap_ev": 9.2,
  "lumo_ev": 0.381
}

# 7
{
  "formula": "C3H5ClOS",
  "method": "the ωB97M-V functional and the def2-TZVPD basis",
  "species": ["H", "C", "H", "C", "H", "Cl", "S", "C", "H", "O", "H"],
  "positions_angstrom": [[-3.01118, 1.09227, -0.18253], [-0.01982, 0.32336, -0.01828], [-0.10071, 0.55129, -1.11159], [1.48775, 0.27215, 0.11868], [-0.50799, 1.15530, 0.33294], [1.81058, -1.41636, -0.56293], [-2.47780, -1.00683, -0.45681], [-0.76126, -0.80999, 0.24341], [1.85353, 0.43253, 1.22562], [-0.23865, -1.80088, 0.91336], [1.96555, 1.20714, -0.50188]],
  "forces_ev_per_a": [[0.92, -3.52, -0.57], [2.58, 2.62, -3.85], [-0.47, -0.45, 0.45], [1.15, 1.34, 1.13], [-0.89, 2.26, 1.52], [2.06, 1.67, -0.28], [0.54, 3.60, 1.25], [-0.46, -8.21, 4.06], [-0.53, -0.96, -2.21], [-3.91, 4.48, -2.74], [-0.99, -2.82, 1.23]],
  "homo_energy_ev": -9.565,
  "e_above_lowest_kj_mol": 473.62,
  "homo_lumo_gap_ev": 7.3,
  "lumo_ev": -2.244
}

# 8
{
  "formula": "C3H5ClP2",
  "method": "the ωB97M-V functional and the def2-TZVPD basis",
  "species": ["H", "P", "Cl", "H", "H", "H", "P", "C", "C", "C", "H"],
  "positions_angstrom": [[0.48783, -0.50127, -1.86508], [0.97349, -1.02502, 1.57046], [1.85946, 1.33140, 0.04917], [-1.67305, 0.38078, 0.66948], [-1.10449, -1.36539, -1.74180], [0.43111, 1.30350, 1.90314], [0.49239, -2.16367, -0.05102], [-0.20118, -1.04997, -1.24297], [-0.78755, 0.79005, 0.21407], [0.45079, 0.70732, 0.98368], [-0.92880, 1.59227, -0.48913]],
  "forces_ev_per_a": [[0.18, 0.07, -0.17], [-0.18, -0.18, -0.46], [0.01, 0.21, -0.02], [-0.18, -0.05, 0.15], [-0.13, -0.08, -0.12], [-0.07, 0.01, -0.07], [0.16, 0.16, 0.67], [-0.91, 2.38, 1.86], [0.69, -2.49, -2.13], [0.41, -0.30, 0.29], [0.02, 0.27, 0.00]],
  "homo_energy_ev": [-8.378, -8.377],
  "e_above_lowest_kj_mol": 222.08,
  "homo_lumo_gap_ev": [7.5, 7.5],
  "lumo_ev": [-0.892, -0.891]
}

Repeat the fifth record exactly.
{
  "formula": "C3H5ClO2",
  "method": "the ωB97M-V functional and the def2-TZVPD basis",
  "species": ["C", "H", "H", "O", "O", "Cl", "C", "H", "H", "H", "C"],
  "positions_angstrom": [[-1.35916, 0.41417, -0.35338], [-0.12501, 2.03801, 0.82749], [-0.70074, -1.41287, 0.91043], [-0.85014, 1.77077, -0.17567], [-2.42579, -0.05040, -0.94806], [2.40421, 0.58534, -0.54663], [0.95026, -0.67580, -0.38729], [0.30379, 0.39054, 1.40313], [1.25110, -1.65066, 0.08678], [0.75702, -1.04699, -1.33935], [-0.20554, -0.36213, 0.52255]],
  "forces_ev_per_a": [[-1.17, -0.59, 1.64], [-3.51, -2.01, -4.86], [1.48, 2.76, -0.65], [0.02, 0.36, 1.86], [6.70, 3.50, 3.16], [-2.08, -1.64, 0.45], [2.09, -1.51, 2.09], [-2.00, -2.64, -2.09], [1.30, 1.26, -0.28], [-0.74, 0.35, -2.00], [-2.09, 0.16, 0.68]],
  "homo_energy_ev": -10.469,
  "e_above_lowest_kj_mol": 421.96,
  "homo_lumo_gap_ev": 9.9,
  "lumo_ev": -0.579
}

Number 4 is which compound?
C3H5ClO